Arrangement w

Density functional theory data (ωB97M-V/def2-TZVPD) for one molecule with the formula C5H11NO4.

Results
SMILES: OC[C@H]1ONC[C@H](O)[C@H]1O
Gap between HOMO and LUMO: 0.334 Ha
Multiplicity: 1
E_LUMO: 0.021 Eh

Each line ends with the Mulliken charge.
Atoms and positions in Å:
O -2.11 1.90 -0.05  -0.522
C -0.77 1.61 0.17  -0.597
C -0.72 0.32 0.91  0.071
O -1.50 -0.68 0.22  -0.339
N -1.33 -0.63 -1.11  -0.289
C 0.00 -1.24 -1.38  -0.665
C 1.08 -0.55 -0.51  -0.426
O 2.33 -1.14 -0.46  -0.642
C 0.61 -0.42 0.91  -0.280
O 1.57 0.17 1.73  -0.681
H -2.17 2.60 -0.75  0.336
H -0.20 1.67 -0.73  0.367
H -0.34 2.38 0.84  0.358
H -1.17 0.42 1.91  0.393
H -2.11 -1.07 -1.57  0.221
H 0.39 -0.98 -2.40  0.331
H -0.04 -2.30 -1.12  0.408
H 1.26 0.43 -0.57  0.554
H 2.71 -0.69 0.32  0.382
H 0.43 -1.37 1.27  0.642
H 2.06 -0.41 2.39  0.377


Arrangement x

Density functional theory data (ωB97M-V/def2-TZVPD) for one molecule with the formula C5H11NO4.

Results
SMILES: CN(CC(C)(O)O)C(=O)O
Gap between HOMO and LUMO: 0.375 Ha
Multiplicity: 1
E_LUMO: 0.019 Eh

Each line ends with the Mulliken charge.
Atoms and positions in Å:
C -1.93 -0.76 -0.09  -0.988
N -0.50 -1.01 0.14  -0.095
C 0.18 0.09 0.83  -0.833
C 0.59 1.27 -0.07  1.030
C 1.39 0.82 -1.28  -1.574
O -0.59 1.94 -0.45  -0.554
O 1.41 2.14 0.66  -0.584
C -0.28 -2.28 0.83  0.550
O -0.96 -2.76 1.68  -0.535
O 0.75 -2.80 0.18  -0.540
H -2.04 0.18 -0.63  0.255
H -2.48 -0.70 0.85  0.320
H -2.32 -1.58 -0.69  0.369
H -0.45 0.48 1.64  0.465
H 1.10 -0.30 1.27  0.344
H 0.79 0.15 -1.90  0.367
H 1.68 1.68 -1.87  0.425
H 2.29 0.31 -0.96  0.351
H -0.36 2.68 -1.03  0.344
H 0.92 2.47 1.43  0.346
H 0.81 -2.03 -0.54  0.538


Which structure above is the least stable one? arrangement w is the least stable one.